# 1
A cluster of 2 separate species, C6H16NO2 in total in a non-equilibrium geometry, computed with ωB97M-V/def2-TZVPD.

**E**: -443.32502 a.u.
**Relative energy (zero: lowest compared OMol25 entry of this formula, charge and spin)**: 13.2 kcal/mol
**Orbital gap (alpha / beta)**: 10.58 / 6.96 eV

```
! RIJCOSX wB97M-V def2-TZVPD def2/J DEFGRID3
* xyz 0 2
C -0.8829 1.1155 1.6813
O -0.8509 -0.0166 2.4042
C 0.1369 1.0898 0.4690
C 0.2840 -0.3167 -0.1547
C -0.5585 -0.5223 -1.4772
C 0.0850 -0.0046 -2.7581
C -1.0846 -1.9608 -1.5726
N 1.4678 1.4874 0.8374
H -0.6502 2.0521 2.2731
H -1.9471 1.2753 1.4117
H -0.2142 1.8292 -0.2446
H 0.1096 -1.0901 0.5801
H 1.3261 -0.4651 -0.4935
H -1.3984 0.1205 -1.1990
H 0.9236 -0.5534 -3.1848
H 0.5971 0.9349 -2.4507
H -0.6727 0.0882 -3.5274
H -1.3990 -2.3235 -0.6055
H -1.8296 -2.1097 -2.3644
H -0.3312 -2.6912 -1.9051
H 1.5659 2.3694 1.3277
H 1.9094 0.7966 1.4393
H 0.4086 -0.1120 2.9619
H 1.6121 -0.9405 3.1125
O 1.3932 -0.0524 3.4394
*
```

---

# 2
A cluster of 4 separate species, C6H16NO3 in total in a non-equilibrium geometry, computed with ωB97M-V/def2-TZVPD.

**E**: -518.48614 a.u.
**Orbital gap (alpha / beta)**: 9.69 / 5.65 eV

```
! RIJCOSX wB97M-V def2-TZVPD def2/J DEFGRID3
* xyz 0 2
C 3.3860 0.1823 -1.0123
O 4.0832 1.1146 -0.7225
C -1.3834 -1.0624 0.5985
C -0.5642 0.2377 0.2866
C -0.9658 1.4149 1.1900
C -0.9219 0.4020 3.4935
C -0.5222 1.3487 2.6705
N -2.5723 -1.2121 -0.3219
H 3.8523 -0.7304 -1.4382
H 2.3044 0.0479 -0.8955
H -1.6683 -1.1384 1.6480
H 0.5126 -0.0057 0.2292
H -0.9709 0.5045 -0.7056
H -2.0415 1.6082 1.2066
H -0.5101 2.2983 0.6908
H -1.6844 -0.2878 3.2743
H -0.5291 0.3997 4.5222
H 0.2709 2.0789 2.9035
H -3.3047 -0.5996 0.0281
H -2.2836 -0.9022 -1.2392
H -0.6049 -0.6024 -3.9692
H 0.1181 -0.7621 -2.2226
O -1.0052 -0.4394 -3.0893
H -0.8186 -1.9822 0.2608
H 0.2384 -1.8554 -1.2719
O 0.8504 -1.2670 -1.7412
*
```